[1]
{"formula": "C8H10O2", "method": "ωB97M-V/def2-TZVPD", "charge": 0, "smiles": "c1ccccc1.CC(=O)O", "lumo_energy_ev": 0.76, "homo_lumo_gap_ev": 10.06, "homo_energy_ha": -0.3418, "symbols": ["C", "C", "C", "C", "C", "C", "H", "H", "H", "H", "H", "H", "C", "C", "O", "O", "H", "H", "H", "H"], "positions_angstrom": [[-0.766, -0.091, -1.593], [-0.888, 1.146, -0.946], [-1.615, 1.491, 0.197], [-2.107, 0.218, 0.827], [-1.893, -1.056, 0.284], [-1.226, -1.260, -0.887], [-0.220, 0.056, -2.551], [0.083, 1.844, -1.367], [-1.721, 2.671, 0.402], [-2.567, 0.452, 1.824], [-2.261, -1.931, 0.850], [-1.139, -2.280, -1.118], [1.505, -0.266, 1.230], [2.355, 0.288, 0.084], [2.496, 1.397, -0.346], [2.944, -1.034, -0.332], [1.522, 0.714, 1.896], [0.361, -0.441, 0.854], [1.923, -1.027, 1.917], [3.213, -0.892, -1.225]], "forces_ev_per_angstrom": [[-0.09, -0.82, 1.19], [3.67, 2.38, -1.56], [-0.12, -1.99, -0.42], [-0.12, 4.17, 0.59], [-0.91, 0.76, 2.07], [0.24, 2.51, -1.67], [-0.36, -1.27, 0.82], [-3.54, -1.00, 0.98], [0.13, -3.34, 0.38], [0.11, -1.07, -1.05], [0.28, 0.63, -0.28], [0.48, -0.99, -1.18], [-2.18, 4.19, 1.41], [-0.08, -3.88, 0.98], [0.20, -1.93, -0.03], [-0.74, 3.27, 0.10], [-0.83, -1.87, -0.83], [3.14, 0.28, 1.07], [-0.14, 0.05, -1.27], [0.86, -0.08, -1.33]], "lowdin_charge": [-0.09, -0.19, -0.06, -0.09, -0.16, -0.10, 0.11, 0.16, 0.15, 0.10, 0.12, 0.09, -0.02, -0.46, 0.10, -0.01, 0.11, 0.10, 0.08, 0.06]}

---

[2]
{"formula": "C8H10O2", "method": "ωB97M-V/def2-TZVPD", "charge": 0, "lumo_energy_ev": -0.03, "homo_lumo_gap_ev": 8.08, "homo_energy_ha": -0.2984, "symbols": ["C", "C", "C", "C", "C", "C", "C", "C", "H", "H", "H", "H", "H", "H", "H", "H", "H", "H", "O", "O"], "positions_angstrom": [[-1.035, -2.396, 2.103], [-0.548, -0.808, 0.464], [0.259, -0.185, 1.414], [1.034, 0.925, 1.035], [0.902, 1.463, -0.228], [0.137, 0.823, -1.172], [-0.068, 1.259, -2.488], [-0.555, -0.401, -0.829], [-1.627, -3.362, 2.088], [0.040, -2.543, 2.164], [-1.375, -1.741, 2.948], [0.207, -0.439, 2.531], [1.769, 1.254, 1.791], [2.295, 2.275, -1.717], [-1.061, 0.753, -2.943], [0.788, 1.069, -3.327], [-0.383, 2.318, -2.597], [-1.178, -0.886, -1.523], [-1.311, -1.888, 0.788], [1.711, 2.509, -0.501]], "forces_ev_per_angstrom": [[-1.43, -1.11, -0.52], [0.21, -0.71, 1.29], [0.20, 1.09, 1.47], [-0.36, -1.41, 1.67], [1.20, -0.72, 0.17], [-1.41, -3.25, 2.25], [-1.70, 0.80, -6.42], [1.40, 2.89, 0.26], [0.93, 1.03, 0.48], [0.01, -0.40, 0.34], [0.11, -0.44, -0.87], [0.35, 0.24, -2.06], [-0.56, 0.40, -0.78], [-2.61, 1.03, 5.17], [2.45, 0.75, 0.86], [-1.67, 0.39, 2.06], [0.73, -0.28, 0.28], [-0.56, -0.50, -0.86], [-0.04, 0.12, 0.85], [2.75, 0.08, -5.64]], "lowdin_charge": [-0.09, -0.32, -0.03, -0.01, -0.39, -0.27, -0.11, 0.05, 0.11, 0.08, 0.10, 0.12, 0.13, 0.32, 0.12, 0.13, 0.09, 0.11, -0.09, -0.05]}

---

[3]
{"formula": "C8H10O5P", "method": "ωB97M-V/def2-TZVPD", "charge": -1, "smiles": "CO[P@](=O)([O-])[C@@H]1C=CC=C[C@@]1(O)C=O", "lumo_energy_ev": 3.34, "homo_lumo_gap_ev": 8.11, "homo_energy_ha": -0.1754, "symbols": ["C", "O", "P", "O", "O", "C", "C", "C", "C", "C", "C", "O", "C", "O", "H", "H", "H", "H", "H", "H", "H", "H", "H", "H"], "positions_angstrom": [[-2.822, 1.998, -0.584], [-2.229, 1.385, 0.525], [-1.749, -0.267, 0.399], [-2.672, -0.956, -0.492], [-1.598, -0.670, 1.824], [-0.056, -0.140, -0.431], [0.355, -1.285, -1.315], [1.018, -2.354, -0.835], [1.383, -2.269, 0.492], [1.453, -1.095, 1.157], [0.985, 0.258, 0.546], [0.468, 0.961, 1.636], [2.348, 0.666, 0.190], [2.976, 0.251, -0.794], [-4.041, 2.143, -0.670], [-2.351, 1.558, -1.484], [-2.513, 3.044, -0.631], [-0.322, 0.829, -1.048], [-0.142, -1.315, -2.213], [1.044, -3.277, -1.452], [1.598, -3.165, 1.175], [1.850, -0.994, 2.244], [-0.424, 0.582, 1.845], [2.879, 1.016, 1.017]], "forces_ev_per_angstrom": [[-1.10, 0.85, -1.13], [-0.16, -1.15, 0.04], [-0.67, 0.81, 0.70], [-0.75, -0.59, -1.39], [0.38, 0.30, 0.20], [-0.79, 2.81, -2.09], [-0.21, -0.26, 1.97], [-1.74, 0.01, -3.08], [1.73, -0.60, 5.02], [0.90, -0.70, 1.73], [-0.56, -1.89, 1.88], [0.44, 1.52, -0.03], [0.85, -2.03, -2.95], [-1.03, 1.48, 0.78], [2.82, -1.30, 0.47], [-1.05, 0.03, -0.09], [0.24, 0.18, 0.36], [0.77, -1.77, 0.54], [-0.83, -0.17, -2.20], [0.33, 0.72, 0.62], [-0.16, 1.05, -1.48], [-1.02, -0.40, -2.00], [0.54, -0.22, 0.46], [1.07, 1.31, 1.68]], "lowdin_charge": [-0.22, -0.30, 0.36, -0.31, -0.30, -0.22, -0.05, -0.11, -0.12, -0.02, -0.52, -0.04, -0.18, 0.02, 0.12, 0.06, 0.05, 0.16, 0.08, 0.11, 0.13, 0.15, 0.04, 0.11]}

---

[4]
{"formula": "C8H11AgClN2O", "method": "ωB97M-V/def2-TZVPD", "multiplicity": 2, "charge": 2, "lumo_energy_ev": [-9.10, -14.04], "homo_lumo_gap_ev": [9.25, 4.12], "homo_energy_ha": [-0.6744, -0.6674], "symbols": ["C", "C", "C", "C", "O", "C", "C", "N", "C", "Cl", "C", "N", "H", "H", "H", "H", "H", "H", "H", "H", "H", "H", "H", "Ag"], "positions_angstrom": [[-2.299, -0.687, -0.050], [-1.363, -0.718, 1.208], [0.003, -1.470, 1.011], [0.714, -1.256, -0.358], [1.576, -0.097, -0.416], [0.891, 1.093, -0.609], [0.294, 1.232, -2.005], [-0.399, 1.327, -2.897], [2.001, 2.226, -0.537], [1.189, 3.842, -0.479], [2.867, 2.136, 0.663], [3.484, 2.236, 1.628], [-3.332, -0.517, 0.324], [-2.321, -1.642, -0.661], [-2.086, 0.183, -0.699], [-1.191, 0.310, 1.568], [-1.917, -1.276, 1.998], [-0.118, -2.553, 1.225], [0.697, -1.074, 1.782], [1.400, -2.117, -0.488], [0.029, -1.317, -1.232], [0.155, 1.344, 0.178], [2.648, 2.229, -1.437], [-2.795, -3.321, 0.381]], "forces_ev_per_angstrom": [[-0.52, 0.52, 1.29], [-0.06, -1.08, -0.49], [-0.02, 1.27, -0.03], [0.01, -1.72, 0.38], [-0.82, 0.45, -0.23], [0.27, 0.21, -1.40], [0.77, -0.40, 3.33], [-0.93, 0.17, -1.78], [1.02, 0.93, 1.68], [0.42, -0.96, -0.37], [-0.92, 0.25, -1.10], [0.19, -0.20, 0.24], [0.49, -0.02, -0.38], [0.38, 0.72, -0.14], [-0.06, -0.88, -0.20], [-0.28, -0.46, -0.07], [0.42, 0.66, -0.10], [0.16, 0.47, -0.33], [-0.29, -0.56, -0.29], [-0.10, 0.69, 0.05], [0.33, 0.53, 0.44], [-0.01, -0.36, -0.49], [-0.33, -0.08, -0.09], [-0.14, -0.15, 0.07]], "lowdin_charge": [-0.11, -0.25, -0.16, -0.15, -0.06, -0.33, -0.15, 0.25, -0.46, 1.08, -0.18, 0.29, 0.09, 0.05, 0.08, 0.11, 0.10, 0.11, 0.13, 0.15, 0.13, 0.15, 0.18, 0.94]}

---

[5]
{"formula": "C8H11BNO6S2", "method": "ωB97M-V/def2-TZVPD", "charge": -1, "smiles": "O=S(=O)(CCc1ccccc1)N=[S@](=O)([O-])B(O)O", "lumo_energy_ev": 2.57, "homo_lumo_gap_ev": 8.54, "homo_energy_ha": -0.2191, "symbols": ["O", "S", "O", "C", "C", "C", "C", "C", "C", "C", "C", "N", "S", "O", "O", "B", "O", "O", "H", "H", "H", "H", "H", "H", "H", "H", "H", "H", "H"], "positions_angstrom": [[2.762, -3.440, 1.052], [2.261, -1.981, 0.717], [2.850, -1.073, 1.828], [0.356, -2.109, 0.790], [-0.357, -0.786, 1.444], [-1.615, -0.177, 0.587], [-2.294, -0.858, -0.756], [-3.548, -0.162, -1.616], [-4.124, 1.275, -1.076], [-3.532, 2.008, 0.284], [-2.274, 1.274, 1.096], [2.834, -1.637, -0.896], [2.353, -0.055, -1.454], [0.815, 0.182, -1.494], [2.828, 0.039, -2.957], [3.189, 1.383, -0.560], [2.458, 2.156, 0.470], [4.598, 1.795, -0.835], [0.027, -2.368, -0.302], [0.058, -3.039, 1.470], [0.445, 0.080, 1.575], [-0.779, -1.068, 2.523], [-1.914, -1.885, -1.170], [-3.932, -0.730, -2.591], [-4.999, 1.769, -1.705], [-4.028, 3.022, 0.617], [-1.897, 1.852, 2.055], [2.737, 1.795, 1.369], [4.723, 2.738, -0.463]], "forces_ev_per_angstrom": [[-2.18, 4.41, -1.86], [4.09, -3.21, 2.60], [-2.46, -1.03, -3.34], [-1.38, -0.22, 0.27], [-0.45, 0.53, -0.16], [-3.28, 2.08, -2.08], [-1.44, 3.09, 1.02], [2.18, 1.98, 4.04], [2.40, -1.94, 1.36], [1.71, -4.26, -1.77], [-2.05, -1.06, -3.16], [-1.95, 2.47, 2.04], [-2.95, -1.98, -6.15], [4.22, -0.62, 1.60], [-0.41, -0.30, 5.11], [2.50, 2.93, 2.33], [1.88, -2.34, -0.69], [-3.62, 0.77, 0.98], [0.75, 0.84, 2.07], [1.25, 1.96, -1.49], [-1.76, -1.87, -0.33], [1.01, 0.63, -2.37], [-0.66, 2.28, 1.00], [0.85, 1.58, 2.45], [2.06, -1.04, 1.61], [1.31, -2.31, -0.63], [-0.64, -1.52, -2.19], [-0.52, 0.51, -1.61], [-0.45, -2.34, -0.64]], "lowdin_charge": [-0.46, 0.67, -0.44, -0.25, -0.21, -0.13, -0.02, -0.07, -0.11, -0.08, -0.03, -0.34, 0.70, -0.41, -0.43, -0.47, 0.01, 0.03, 0.09, 0.12, 0.11, 0.13, 0.08, 0.08, 0.07, 0.07, 0.08, 0.12, 0.12]}

---

[6]
{"formula": "C8H11BrClNS", "method": "ωB97M-V/def2-TZVPD", "charge": 0, "lumo_energy_ev": 0.38, "homo_lumo_gap_ev": 7.99, "homo_energy_ha": -0.2795, "symbols": ["C", "C", "C", "C", "C", "C", "C", "C", "N", "S", "Cl", "Br", "H", "H", "H", "H", "H", "H", "H", "H", "H", "H", "H"], "positions_angstrom": [[-0.403, 1.076, 1.166], [-2.022, 0.282, -0.851], [-2.676, 1.531, -0.416], [1.354, -1.110, -0.854], [1.513, -1.274, 0.621], [-0.006, -0.941, -1.558], [1.756, -0.090, 1.541], [-0.766, 0.285, -1.216], [0.616, 0.749, 1.930], [-1.776, 1.970, 1.375], [0.073, 1.654, -1.695], [-4.569, 1.680, -0.210], [-2.381, -0.658, -0.463], [-2.387, 2.377, -1.054], [1.905, -0.296, -1.343], [1.812, -2.004, -1.441], [0.835, -1.991, 1.139], [2.577, -1.775, 0.663], [0.021, -0.987, -2.610], [-0.680, -1.686, -1.326], [2.191, -0.528, 2.528], [2.467, 0.597, 1.137], [0.545, 1.140, 2.936]], "forces_ev_per_angstrom": [[0.46, -0.61, -0.09], [-2.63, 0.92, 0.92], [1.53, 0.12, -0.41], [-0.05, -0.93, -3.95], [2.32, -1.28, 1.03], [0.07, 0.65, 1.94], [0.02, -0.42, 1.96], [1.01, -0.85, -0.56], [-2.37, 1.73, 2.35], [0.45, -0.62, -0.15], [0.72, 2.08, -0.79], [0.07, -0.38, 0.18], [-0.41, -0.16, -0.17], [-0.08, -0.30, 0.37], [0.52, 0.16, 1.03], [-0.63, 1.05, 1.38], [0.16, 0.43, -0.74], [-1.90, 0.61, 0.25], [0.85, 0.08, -1.44], [-1.24, -2.21, 0.83], [-0.71, 0.89, -1.61], [0.83, 0.18, -0.42], [1.00, -1.12, -1.88]], "lowdin_charge": [-0.58, -0.29, -0.93, -0.22, -0.20, -0.23, -0.20, -0.77, -0.10, 0.84, 0.80, 0.64, 0.12, 0.02, 0.09, 0.14, 0.13, 0.14, 0.11, 0.09, 0.15, 0.11, 0.16]}

---

[7]
{"formula": "C8H11ClN", "method": "ωB97M-V/def2-TZVPD", "charge": 1, "smiles": "C=C[C@@H]1C(Cl)=CC=C[N@H+]1C", "lumo_energy_ev": -3.83, "homo_lumo_gap_ev": 9.23, "homo_energy_ha": -0.4798, "symbols": ["C", "C", "C", "C", "Cl", "C", "C", "C", "N", "C", "H", "H", "H", "H", "H", "H", "H", "H", "H", "H", "H"], "positions_angstrom": [[-1.005, 1.851, 1.519], [-0.632, 1.749, 0.254], [-0.608, 0.522, -0.515], [-1.904, -0.543, 0.039], [-3.365, -0.180, -0.606], [-1.451, -1.300, 1.022], [-0.069, -1.390, 1.484], [0.945, -0.811, 0.834], [0.730, -0.165, -0.462], [0.932, -1.319, -1.496], [-1.235, 2.807, 1.991], [-1.230, 1.017, 2.206], [-0.348, 2.554, -0.345], [-0.685, 0.741, -1.579], [-2.081, -1.857, 1.705], [-0.050, -2.120, 2.279], [1.892, -0.901, 1.184], [1.306, 0.669, -0.440], [0.771, -0.736, -2.494], [1.861, -1.840, -1.472], [0.160, -2.037, -1.465]], "forces_ev_per_angstrom": [[-0.71, 0.24, 1.14], [-0.18, -0.19, 1.19], [-2.73, -3.56, -0.57], [5.05, 2.32, -0.90], [-1.26, -0.02, -0.27], [-0.96, -0.71, 0.97], [-0.53, 0.28, -1.66], [-2.81, -0.85, 0.90], [-0.49, -2.08, 1.65], [-0.52, 3.99, -2.85], [0.66, 0.03, -0.26], [0.04, 0.28, -0.89], [0.08, 1.78, -0.47], [-0.61, -0.07, -0.03], [-0.65, -0.13, -0.57], [1.14, 0.48, 0.44], [2.90, -0.04, 0.49], [1.22, -0.31, -0.98], [0.67, -1.36, 1.41], [0.90, 0.34, 0.44], [-1.21, -0.43, 0.80]], "lowdin_charge": [0.09, -0.15, -0.22, -0.65, 0.84, -0.13, -0.03, -0.05, -0.06, 0.08, 0.09, 0.09, 0.10, 0.14, 0.12, 0.13, 0.10, 0.18, 0.14, 0.10, 0.09]}

---

[8]
{"formula": "C8H11ClN3", "method": "ωB97M-V/def2-TZVPD", "charge": 1, "lumo_energy_ev": [-4.91, -5.06], "homo_lumo_gap_ev": [6.30, 6.77], "homo_energy_ha": [-0.4118, -0.4349], "symbols": ["C", "C", "C", "C", "C", "C", "C", "C", "N", "N", "N", "Cl", "H", "H", "H", "H", "H", "H", "H", "H", "H", "H", "H"], "positions_angstrom": [[0.509, -1.525, -2.012], [-1.503, -1.018, 0.104], [0.529, 0.075, -0.329], [2.275, 3.957, 1.665], [1.671, 2.042, 0.610], [-0.924, -1.765, -2.239], [-1.593, -2.115, -0.878], [-1.757, -1.014, 1.512], [1.012, -0.671, -1.204], [1.463, 3.054, 1.419], [0.614, 1.223, 0.303], [3.960, 3.904, 1.284], [1.256, -2.132, -2.439], [2.003, 4.756, 2.417], [2.718, 1.992, 0.236], [-1.384, -0.953, -2.652], [-1.087, -2.728, -2.754], [-1.378, -3.207, -0.549], [-2.687, -1.970, -1.275], [-1.879, -0.141, 2.047], [-1.021, -1.560, 2.029], [-2.660, -1.652, 1.727], [-0.137, 1.448, 0.978]], "forces_ev_per_angstrom": [[0.38, -0.04, -0.22], [2.32, 1.16, -1.34], [-4.66, -1.35, 1.87], [1.61, 2.57, 2.70], [2.55, 0.34, -1.13], [1.51, -2.84, 1.31], [-1.66, 0.55, 0.29], [-1.88, -2.70, -0.26], [1.34, 0.62, -0.48], [-3.32, -1.31, -0.48], [0.31, 0.33, 0.90], [0.02, 0.18, -0.28], [0.55, -1.13, -0.59], [0.44, -0.79, -1.21], [-1.13, -0.98, -0.46], [-1.43, 1.96, -1.25], [0.35, 0.94, -0.69], [-0.45, 1.84, -0.29], [1.38, -0.84, 1.25], [-0.26, 2.33, 0.59], [1.46, -0.94, 0.68], [0.42, 0.58, -0.28], [0.13, -0.48, -0.63]], "lowdin_charge": [-0.06, 0.01, -0.07, -0.58, -0.15, -0.15, -0.18, -0.10, 0.14, -0.02, 0.12, 0.68, 0.12, 0.11, 0.12, 0.10, 0.14, 0.17, 0.18, 0.05, 0.09, 0.13, 0.17]}

---

Energy relative to the best compared isomer or geometry (same formula, charge and spin) for every record listed, in sequence, given in kJ/mol: 338.78 388.61 0.00 66.04 1147.38 186.57 223.36 689.14.
Calculated total energy for every record listed, in sequence, given in Eh: -461.209512 -461.190531 -1028.449560 -1102.444750 -1638.580490 -3798.450817 -826.003372 -935.377548.